ORCA calculation (ωB97M-V/def2-TZVPD) on a molecular structure, C55H79N2P2PtSi.

Properties
Expectation value of S² = 2.007
Energy above the lowest of the compared OMol25 structures with the same formula, charge and spin = 0.0 kJ/mol
Spin multiplicity = 3
E_HOMO (alpha / beta) = -7.8 / -10.9 eV
Kohn-Sham gap (alpha / beta) = 5.33 / 7.45 eV
Total charge = +1
Total energy = -90998.97829 eV

Last column: Löwdin spin population.
CARTESIAN COORDINATES (ANGSTROEM)
Pt1 -0.33338 -0.23679 -0.62325  1.00
C1 -2.75999 -0.59112 -3.60522  0.04
Si1 -1.24613 0.22180 -2.77021  0.14
C2 -1.52722 2.09325 -2.83746  0.03
C3 -2.54400 2.64209 -3.62086  0.01
C4 -2.85347 3.99210 -3.55498  0.00
C5 -2.14369 4.81766 -2.69657  0.01
C6 -1.11752 4.29525 -1.92376  0.00
C7 -0.79746 2.93962 -1.98923  0.02
P1 0.54865 2.22313 -0.97516  0.14
C8 2.10832 2.90850 -1.74029  0.02
C9 2.27708 2.37460 -3.16497  0.00
C10 3.63709 2.77940 -3.73215  0.00
C11 3.82220 4.29583 -3.69762  0.00
C12 3.60701 4.83778 -2.28518  0.00
C13 2.23283 4.43287 -1.74297  0.01
C14 0.37712 3.16060 0.61993  0.03
C15 -0.95302 2.76978 1.28136  0.01
C16 -1.09807 3.38500 2.67242  0.00
C17 0.09592 3.02225 3.55258  0.00
C18 1.38762 3.51917 2.90446  0.00
C19 1.57190 2.86689 1.53336  0.00
C20 0.18200 -0.24613 -3.94680  0.01
C21 0.24534 0.24538 -5.25078  0.00
C22 1.19901 -0.21076 -6.14645  0.00
C23 2.08805 -1.20705 -5.76235  0.00
C24 2.03957 -1.70763 -4.47237  0.00
C25 1.11897 -1.20646 -3.55209  0.01
P2 1.07076 -1.85344 -1.84737  0.15
C26 0.68103 -3.64850 -2.17345  0.03
C27 0.60592 -4.46581 -0.88124  0.00
C28 -0.57729 -4.02209 -0.01104  0.01
C29 -1.82603 -3.72262 -0.86438  0.01
C30 -1.75344 -4.42568 -2.21561  0.00
C31 -0.58976 -3.85515 -3.03367  0.00
C32 2.79653 -1.92021 -1.11324  0.03
C33 3.87142 -2.84872 -1.72518  0.01
C34 4.90870 -2.19599 -2.64755  0.00
C35 5.43532 -0.88285 -2.08426  0.00
C36 4.26018 0.06453 -1.87901  0.00
C37 3.32075 -0.49764 -0.81666  0.00
H1 -2.64236 -0.55281 -4.69106  0.01
H2 -3.68512 -0.07221 -3.34419  0.00
H3 -2.87796 -1.63960 -3.32425  0.00
H4 -3.10634 2.00581 -4.29361  0.00
H5 -3.65253 4.39729 -4.16312  0.00
H6 -2.38986 5.86938 -2.62520  0.00
H7 -0.57752 4.96260 -1.26517  0.00
H8 2.91879 2.49318 -1.12765  0.00
H9 1.47986 2.78430 -3.79461  0.00
H10 2.17218 1.28841 -3.17586  0.00
H11 3.73046 2.40971 -4.75594  0.00
H12 4.42866 2.30590 -3.14115  0.00
H13 3.10527 4.76535 -4.37840  0.00
H14 4.82330 4.55471 -4.04776  0.00
H15 3.69079 5.92659 -2.28520  0.00
H16 4.38947 4.45063 -1.62417  0.00
H17 1.46301 4.85445 -2.39371  0.00
H18 2.10196 4.85268 -0.74253  0.00
H19 0.35076 4.23194 0.40731  0.00
H20 -0.99204 1.68197 1.36742  0.01
H21 -1.78789 3.07220 0.64347  0.00
H22 -2.03126 3.04564 3.13034  0.00
H23 -1.16090 4.47467 2.58700  0.00
H24 0.14541 1.93371 3.66357  0.00
H25 -0.02445 3.44908 4.55090  0.00
H26 2.25022 3.30244 3.53829  0.00
H27 1.33059 4.60527 2.78388  0.00
H28 1.65701 1.78369 1.66219  0.00
H29 2.49688 3.21669 1.06825  0.00
H30 -0.46322 1.00391 -5.56976  0.00
H31 1.24047 0.18916 -7.15207  0.00
H32 2.81052 -1.59870 -6.46703  0.00
H33 2.71465 -2.50206 -4.18443  0.00
H34 1.54231 -3.98321 -2.75458  0.01
H35 1.53979 -4.39495 -0.31888  0.00
H36 0.49394 -5.51755 -1.15497  0.00
H37 -0.29710 -3.11919 0.54212  0.00
H38 -0.79096 -4.79932 0.72484  0.00
H39 -1.88378 -2.64687 -1.04768  0.01
H40 -2.73104 -4.01229 -0.32693  0.00
H41 -2.68716 -4.29558 -2.76588  0.00
H42 -1.62129 -5.49986 -2.06561  0.00
H43 -0.89480 -2.91045 -3.48858  0.00
H44 -0.35911 -4.53417 -3.85642  0.00
H45 2.52974 -2.36357 -0.14502  0.00
H46 3.40892 -3.68607 -2.24980  0.00
H47 4.41407 -3.29488 -0.88640  0.00
H48 4.48524 -1.98511 -3.63002  0.00
H49 5.72474 -2.90688 -2.79022  0.00
H50 6.16497 -0.44865 -2.76985  0.00
H51 5.93992 -1.05516 -1.12783  0.00
H52 3.72440 0.19036 -2.82576  0.00
H53 4.60946 1.04731 -1.55275  0.00
H54 2.46554 0.17327 -0.69650  0.00
H55 3.86967 -0.51721 0.13095  0.00
C38 -5.83702 0.17430 4.04785  0.00
C39 -5.85884 -0.96847 3.02235  0.00
C40 -7.14421 -0.84713 2.19826  0.00
C41 -5.87308 -2.31882 3.75891  0.00
C42 -4.61475 -0.91247 2.15421  0.01
C43 -4.65361 -0.82433 0.76329  0.00
C44 -3.47152 -0.81118 0.04942  0.02
N1 -2.27000 -0.90069 0.61176  0.09
C45 -2.20242 -0.97382 1.94699  0.01
C46 -3.35065 -0.96476 2.72896  0.00
C47 -0.84542 -1.03132 2.52600  0.00
C48 -0.61050 -1.35236 3.85618  0.00
C49 0.67039 -1.31076 4.39684  0.00
C50 1.70181 -1.00199 3.51488  0.00
C51 1.39948 -0.72997 2.19355  0.00
N2 0.16655 -0.71502 1.69828  0.02
C52 0.88145 -1.54399 5.88288  0.00
C53 0.18988 -0.39614 6.64044  0.00
C54 2.36569 -1.55103 6.25803  0.00
C55 0.26375 -2.88406 6.30603  0.00
H56 -6.72750 0.11046 4.67448  0.00
H57 -5.84394 1.14420 3.54758  0.00
H58 -4.96486 0.12978 4.70177  0.00
H59 -8.00313 -0.93663 2.86298  0.00
H60 -7.22096 -1.63803 1.45067  0.00
H61 -7.20492 0.12235 1.70058  0.00
H62 -6.79053 -2.40492 4.34221  0.00
H63 -5.02660 -2.41605 4.44024  0.00
H64 -5.83979 -3.14634 3.04807  0.00
H65 -5.58325 -0.76079 0.21805  0.00
H66 -3.48197 -0.72849 -1.03136  0.01
H67 -3.25143 -0.98746 3.80591  0.00
H68 -1.43833 -1.63965 4.49013  0.00
H69 2.73223 -0.95670 3.83362  0.00
H70 2.19246 -0.49148 1.49913  0.00
H71 0.61027 0.56776 6.34718  0.00
H72 0.34475 -0.52943 7.71217  0.00
H73 -0.88358 -0.37366 6.44791  0.00
H74 2.83525 -0.59006 6.04045  0.00
H75 2.90404 -2.34193 5.73281  0.00
H76 2.46804 -1.72923 7.32827  0.00
H77 -0.82009 -2.89605 6.18158  0.00
H78 0.47657 -3.06322 7.36032  0.00
H79 0.68515 -3.70924 5.72940  0.00